The ion C8H18ClN2 with charge +1. Source: the Open Molecules 2025 dataset; level of theory: wB97M-V/def2-TZVPD.

Each line ends with the natural charge from an NBO analysis.
Cartesian coordinates (Å):
1 H 0.0417 -1.5603 3.2507  0.2429
2 N 1.3111 -1.1308 -1.9137  -0.5457
3 H 0.4340 -0.0088 2.2670  0.2303
4 H 2.2721 1.2534 -0.5897  0.1930
5 N -1.3050 -1.1357 1.7230  -0.4969
6 C -0.3420 -0.6678 2.7512  -0.4365
7 H -1.0051 -0.0924 3.4435  0.2283
8 C 1.3173 -2.5881 -2.0347  -0.4260
9 H 1.2854 -2.9709 -3.0411  0.2293
10 H 0.8871 2.1596 1.0500  0.2015
11 C -1.7753 -0.2521 0.8360  0.4722
12 H -1.2651 -2.0618 1.5103  0.4174
13 Cl -2.6401 -1.0185 -0.4340  0.1177
14 C 0.4525 2.1950 0.0068  -0.4013
15 C -1.1185 2.0494 -0.0261  -0.3997
16 H 0.5072 -0.8389 -2.5336  0.4331
17 H 2.1363 -0.7249 -2.3328  0.3993
18 C 0.7290 -0.3215 -0.6763  -0.4801
19 H 0.5949 3.0837 -0.6210  0.2414
20 C 1.2228 1.1271 -0.8658  -0.4645
21 H -1.7337 3.0486 -0.0283  0.2365
22 H -2.8572 1.4695 1.0192  0.2736
23 H -1.1647 1.5725 -1.0264  0.2339
24 H -1.2607 1.4380 2.0018  0.2480
25 H 2.2070 -3.0865 -1.5617  0.2292
26 H 1.3173 1.4568 -1.9630  0.1932
27 H 1.2413 -0.6995 0.2478  0.1434
28 C -1.8178 1.2288 1.0542  -0.5322
29 H 0.3284 -2.9239 -1.5134  0.2188

The max |F| comes out at 5.236 eV/A. As for the net charge: +1. Its HOMO energy is -10.503 eV. The value obtained for the relative energy (zero: lowest compared OMol25 entry of this formula, charge and spin) is 290.6 kJ/mol. For the gap between HOMO and LUMO, the calculation gives 6.654 eV.